[1]
The following is a quantum chemistry calculation of an isolated molecule of C28H29N3O4, from the OMol25 dataset.

Last column: Löwdin charge in e.
CARTESIAN COORDINATES (ANGSTROEM)
1 C 5.567 -1.539 0.768  -0.0966
2 C -2.641 -3.623 -0.434  -0.0299
3 H 4.511 1.618 1.354  0.1071
4 C 3.573 0.243 0.032  -0.1530
5 C -1.907 -1.611 -1.512  -0.1869
6 C -1.223 0.453 -2.635  -0.4320
7 H 2.027 0.671 -1.165  0.1080
8 C -3.779 2.491 -1.145  -0.0723
9 C -3.188 1.285 1.340  -0.0177
10 C 4.549 0.626 0.935  -0.0082
11 C -1.152 -2.151 0.720  0.0262
12 O -1.305 1.152 -3.630  0.0622
13 C -1.942 -4.205 1.915  -0.2123
14 C 5.542 -0.268 1.305  -0.0899
15 H 6.297 0.037 2.012  0.1009
16 C -0.412 -0.061 -0.387  0.0452
17 C -1.092 2.481 1.320  -0.1337
18 H 1.591 -2.646 -2.540  0.0926
19 C -1.892 -3.316 0.706  -0.2447
20 H -2.171 -5.229 1.615  0.1080
21 H -4.140 1.039 0.896  0.1048
22 C -2.651 -2.791 -1.531  -0.0104
23 O 2.337 2.437 1.423  0.0645
24 C 0.251 2.119 -1.486  -0.0963
25 H -2.444 -0.984 -3.396  0.1644
26 N 2.550 1.085 -0.408  0.1622
27 C 3.593 -1.058 -0.508  -0.2015
28 H -0.568 -1.887 1.589  0.1298
29 H -0.972 -4.202 2.415  0.1109
30 H -0.486 2.856 -1.821  0.1326
31 C -0.762 1.879 2.523  -0.0324
32 H -3.856 1.420 -1.358  0.0914
33 H -3.516 -0.009 3.001  0.1005
34 H 6.341 -2.237 1.049  0.0998
35 H 0.155 0.181 0.500  0.1297
36 H 2.368 -3.391 -1.122  0.0985
37 C 4.593 -1.938 -0.139  -0.0299
38 H 1.032 2.103 -2.257  0.1449
39 H -3.989 -3.714 2.415  0.0759
40 C -2.833 0.688 2.539  -0.0876
41 H -3.732 3.038 -2.086  0.1007
42 C 1.921 2.050 0.349  -0.4992
43 O 2.565 -1.344 -1.382  -0.1058
44 H 4.625 -2.938 -0.543  0.1021
45 C -2.325 2.180 0.721  -0.2353
46 H -1.348 0.520 4.072  0.1011
47 H -3.224 -4.533 -0.453  0.1148
48 O -2.587 2.798 -0.468  -0.0952
49 H -3.234 -3.041 -2.406  0.1115
50 H 3.357 -2.884 -2.523  0.0969
51 C 2.482 -2.641 -1.912  -0.0808
52 C -0.446 0.781 -1.442  -0.1035
53 H 0.548 3.858 1.360  0.1284
54 N 0.792 2.573 -0.230  -0.0269
55 H -3.050 -4.351 3.769  0.0695
56 N -1.900 -0.746 -2.575  0.1740
57 H -2.787 -2.695 3.209  0.0620
58 H -0.592 4.110 0.006  0.1310
59 C -1.146 -1.285 -0.376  -0.1329
60 C -3.011 -3.711 2.891  -0.0901
61 H 0.195 2.108 2.968  0.1151
62 H -4.660 2.814 -0.579  0.0984
63 C -0.087 3.364 0.622  -0.0725
64 C -1.623 0.983 3.136  -0.0880

SMILES ... CCc1ccc2[nH]c(=O)c(CN(Cc3ccccc3OC)C(=O)Nc3ccccc3OC)cc2c1
Spin multiplicity ... 1
Charge ... 0
E ... -1549.67327 a.u.


[2]
The following is a quantum chemistry calculation of a structure of composition C28H29N4ReSSi, from the OMol25 dataset.

Last column: Löwdin charge in e.
CARTESIAN COORDINATES (ANGSTROEM)
1 H -2.247 -0.640 -4.554  0.1185
2 C -1.800 0.074 -3.874  -0.0504
3 H -0.359 0.656 2.817  0.0224
4 H 2.178 0.190 -2.927  0.0661
5 H -3.612 -1.756 1.133  0.0938
6 N -3.243 -2.535 1.679  0.0359
7 H -0.227 2.698 -1.523  0.0934
8 H 3.633 0.462 1.377  0.0195
9 H 2.027 -2.480 2.608  0.1095
10 C 4.079 -2.625 1.980  -0.0584
11 C -6.012 -4.818 3.798  -0.0663
12 C 3.223 1.439 1.115  -0.1844
13 C -0.667 1.900 -2.111  -0.1433
14 C 1.551 0.864 -2.350  -0.1993
15 C 4.519 -2.045 -0.311  -0.0630
16 H -2.672 -4.656 3.205  0.1113
17 H 2.810 -1.452 -1.469  0.0841
18 C 0.622 3.084 0.821  -0.3257
19 C -5.499 -2.984 2.337  -0.0209
20 H -1.314 2.579 1.626  0.0963
21 C -6.427 -3.736 3.036  -0.0667
22 C 3.175 -1.767 -0.500  -0.0488
23 H -6.737 -5.405 4.344  0.1109
24 Si 1.357 1.403 1.173  0.5247
25 C -3.723 -4.408 3.167  -0.0131
26 H -4.341 -5.994 4.453  0.1125
27 H -1.063 6.420 -0.230  0.1091
28 C -2.060 1.894 -2.328  -0.0771
29 C 0.729 0.731 2.797  -0.1908
30 C 2.291 -1.915 0.558  -0.2887
31 H 1.320 6.022 -0.748  0.1097
32 C 1.345 4.073 0.148  -0.1092
33 C -4.155 -3.328 2.409  -0.2171
34 H 3.606 1.711 0.131  0.0299
35 C -1.199 -1.963 0.970  -0.7422
36 C 0.745 5.265 -0.231  -0.0713
37 C 2.734 -2.354 1.799  -0.0345
38 S -1.793 -0.628 -0.009  0.6399
39 H 2.070 1.786 -2.097  0.0671
40 H 2.392 3.912 -0.087  0.1007
41 C 0.175 1.013 -2.822  -0.4339
42 C -1.328 4.523 0.737  -0.0785
43 H 0.181 -0.659 -4.193  0.1233
44 H 3.598 2.167 1.840  0.0483
45 N 0.093 -2.289 1.046  0.0545
46 C -0.441 0.061 -3.676  -0.0413
47 H 6.026 -2.677 1.076  0.1114
48 H -2.675 2.615 -1.806  0.1183
49 H 4.431 -2.960 2.946  0.1131
50 C -2.618 0.995 -3.202  -0.0725
51 H 1.032 1.413 3.596  0.0482
52 N 0.912 -1.555 0.371  -0.2086
53 C -0.594 5.489 0.060  -0.0709
54 H -7.475 -3.475 2.985  0.1120
55 H 1.145 -0.252 3.021  0.0157
56 C 4.975 -2.466 0.929  -0.0658
57 C -0.725 3.331 1.111  -0.1160
58 H -3.686 0.993 -3.375  0.1151
59 C -4.663 -5.149 3.860  -0.0610
60 H -5.816 -2.137 1.739  0.1163
61 H -2.368 4.704 0.977  0.1085
62 Re 0.367 0.081 -0.729  1.1667
63 N -1.984 -2.762 1.688  0.0997
64 H 5.210 -1.939 -1.137  0.1127

Spin multiplicity ... 4
<S²> ... 3.9364
Charge ... +1
E ... -2069.08960 a.u.


[3]
The following is a quantum chemistry calculation of a structure of composition C28H30AsN2RhS2Sb in a non-equilibrium geometry, from the OMol25 dataset.

Last column: Löwdin charge in e.
CARTESIAN COORDINATES (ANGSTROEM)
1 H 1.986 -4.582 -0.761  0.0971
2 C 4.422 -5.360 1.459  -0.0685
3 C -0.151 -2.360 -0.618  -0.4135
4 H -1.504 -1.068 4.206  0.1135
5 C -0.150 -1.229 2.563  -0.1859
6 C 0.109 2.067 -4.457  -0.1612
7 H 0.742 4.127 -1.450  0.0094
8 H 0.046 0.260 5.593  0.1147
9 N 3.157 3.603 2.765  0.2151
10 C 1.198 2.501 1.552  -0.7171
11 H -5.412 2.297 -2.005  0.0824
12 C 4.639 -4.111 2.014  -0.0670
13 C -0.119 4.715 -1.769  -0.1624
14 C -0.520 -0.823 3.837  -0.0870
15 H 2.297 0.808 4.736  0.1194
16 C -2.047 -3.808 -0.363  -0.0413
17 C -1.430 4.013 -1.432  -0.3879
18 C 0.355 -0.089 4.620  -0.0744
19 H -4.350 3.575 -1.430  0.0708
20 C 2.716 -4.454 0.029  -0.1347
21 H -0.039 4.882 -2.843  0.0681
22 C 3.889 -3.031 1.585  -0.1313
23 C -0.766 -3.433 0.011  -0.1221
24 C 2.913 -3.221 0.623  -0.3759
25 H -4.282 3.059 -3.125  0.0735
26 C 2.255 3.135 2.234  -0.2858
27 H 0.493 1.090 -4.157  0.0613
28 H -3.564 0.745 -2.308  0.0522
29 Rh -0.318 0.488 -0.448  0.2230
30 H -1.688 3.261 -4.251  0.0827
31 H 3.313 -6.505 0.032  0.1092
32 H -2.638 -1.507 -2.769  0.1044
33 H -0.231 -4.006 0.759  0.1139
34 C -0.227 2.771 3.490  -0.2868
35 N -0.424 3.138 4.557  0.2254
36 C 1.112 -0.915 2.080  -0.3935
37 H -0.853 -1.777 1.950  0.0787
38 C -0.821 -1.676 -1.645  -0.2512
39 As -1.480 2.126 -1.990  1.2305
40 Sb 1.719 -1.495 0.069  1.4912
41 C -1.323 2.269 -3.967  -0.3679
42 C -2.744 -3.084 -1.321  -0.0533
43 H -1.620 4.042 -0.354  0.0665
44 H 0.147 2.131 -5.544  0.0819
45 H 5.006 -6.203 1.794  0.1104
46 C 1.614 0.225 4.135  -0.0756
47 H 2.960 0.115 2.480  0.1035
48 H -1.985 1.519 -4.413  0.0750
49 H 5.397 -3.977 2.769  0.1120
50 H 0.778 2.827 -4.049  0.0656
51 S 1.572 1.991 -0.037  0.6946
52 H -3.762 -3.352 -1.566  0.1160
53 H -0.277 -0.983 -2.304  0.0762
54 H -3.501 1.380 -0.667  0.0464
55 C -4.410 2.716 -2.096  -0.1482
56 C 1.988 -0.174 2.863  -0.1550
57 C -2.125 -2.036 -1.977  -0.0785
58 C -3.387 1.651 -1.723  -0.4087
59 H -2.261 4.518 -1.938  0.0748
60 C 3.467 -5.531 0.471  -0.0732
61 H -2.501 -4.666 0.106  0.1176
62 H 4.067 -2.052 2.007  0.0893
63 H -0.074 5.681 -1.274  0.0837
64 S -1.350 1.479 1.485  0.7576
65 C -0.023 2.302 2.178  -0.6996

Spin multiplicity ... 1
Charge ... +1
E ... -4577.06584 a.u.


[4]
The following is a quantum chemistry calculation of a structure of composition C28H30AsN4O6OsS2 in a non-equilibrium geometry, from the OMol25 dataset.

Last column: Löwdin charge in e.
CARTESIAN COORDINATES (ANGSTROEM)
1 H -4.197 6.584 2.506  0.1471
2 H -3.544 -2.465 0.324  0.0569
3 H 3.734 0.655 0.976  0.0907
4 H -1.048 -2.330 3.710  0.0623
5 H 1.869 -4.305 -3.740  0.1434
6 H -0.368 -6.636 -6.543  0.1524
7 H -2.281 2.852 1.629  0.1283
8 C -3.637 5.953 1.826  0.1163
9 H 2.280 0.979 5.629  0.1116
10 H -1.276 4.050 -1.830  0.1513
11 C 0.844 -5.479 -5.191  -0.0795
12 H -0.008 -4.647 1.302  0.0584
13 H 3.861 2.680 6.469  0.1202
14 H -3.565 4.272 3.200  0.1382
15 C -3.271 4.635 2.225  0.0121
16 H 2.679 4.055 0.900  0.1507
17 H 5.150 3.472 2.468  0.1232
18 H -3.274 -1.010 1.319  0.0294
19 C -3.110 -2.082 1.245  -0.2324
20 C 2.892 1.537 4.932  -0.0592
21 C -0.277 -3.372 -2.381  -0.5128
22 C -0.297 -4.259 -3.508  -0.1097
23 O -2.777 -6.781 -6.542  0.1419
24 C 0.923 3.843 -0.325  -0.0714
25 C 2.809 1.285 3.572  -0.0486
26 N -2.811 -6.070 -5.570  -0.3429
27 Os -0.101 -1.558 -0.707  0.8978
28 C -3.277 6.468 0.530  0.0465
29 O 2.038 -6.691 -6.720  0.1408
30 H -3.572 7.473 0.258  0.1449
31 C 3.787 2.489 5.406  -0.0498
32 H -0.679 -0.737 2.991  0.0414
33 H 0.546 -2.036 2.963  0.0450
34 H -3.543 -2.597 2.101  0.0636
35 S 1.691 -0.533 0.129  0.7155
36 C -0.349 -5.967 -5.693  0.1426
37 H 5.300 3.915 4.892  0.1214
38 N 2.111 -5.866 -5.845  -0.3424
39 C 1.279 1.186 0.225  -0.5840
40 C -2.568 3.862 1.362  0.0395
41 C 1.779 3.446 0.851  -0.0735
42 H -2.470 -4.423 -3.549  0.1413
43 C 0.014 1.613 -0.220  -0.5860
44 C -0.516 -1.810 2.914  -0.2425
45 H -2.306 6.047 -1.313  0.1434
46 C 0.908 -4.643 -4.102  0.1084
47 H 1.251 3.557 1.802  0.1527
48 C 3.531 1.697 1.204  -0.0860
49 C 3.616 1.986 2.680  -0.2376
50 H 1.495 3.782 -1.255  0.1579
51 C -1.058 -4.363 1.266  -0.2143
52 S -1.210 0.413 -0.658  0.6631
53 H 4.243 2.305 0.645  0.1447
54 C -2.208 4.367 0.057  -0.0757
55 C -1.516 -5.567 -5.066  -0.0815
56 O -1.314 -2.748 -1.928  -0.1575
57 C -1.483 3.484 -0.921  -0.1002
58 O 0.808 -3.078 -1.719  -0.1470
59 N 2.179 2.045 0.693  -0.0630
60 H 2.128 0.521 3.204  0.0945
61 H -2.151 2.663 -1.202  0.1061
62 H 0.567 4.865 -0.210  0.1438
63 C -2.576 5.682 -0.330  0.0306
64 C 4.505 2.936 3.156  -0.0269
65 H -1.575 -4.725 2.155  0.0638
66 C -1.527 -4.714 -3.991  0.1035
67 C 4.592 3.185 4.522  -0.0415
68 N -0.230 2.931 -0.418  -0.0934
69 As -1.233 -2.455 1.267  1.0047
70 O 3.129 -5.446 -5.342  0.1101
71 H -1.527 -4.767 0.371  0.0513
72 O -3.806 -5.611 -5.055  0.1061

Spin multiplicity ... 5
<S²> ... 6.0471
Charge ... +3
E ... -4877.06257 a.u.


[5]
The following is a quantum chemistry calculation of a structure of composition C28H30Br2INO5PPt in a non-equilibrium geometry, from the OMol25 dataset.

Last column: Löwdin charge in e.
CARTESIAN COORDINATES (ANGSTROEM)
1 H 2.429 3.139 -0.979  0.0826
2 H -0.657 -5.956 -2.045  0.0964
3 C 0.941 1.634 -1.454  -0.6257
4 H -2.515 3.362 4.009  0.1100
5 H -4.784 -0.998 -2.458  0.0864
6 H 1.024 3.125 0.106  0.0890
7 H 2.586 1.389 -2.850  0.0834
8 I -1.161 -2.990 2.189  0.9879
9 H -2.802 1.327 1.671  0.0679
10 H -3.954 0.504 -4.308  0.0789
11 C -2.521 -1.826 -3.707  -0.0267
12 C 1.032 -3.124 0.021  -0.2421
13 C 1.126 -4.827 -1.731  -0.0466
14 C -0.157 -5.204 -1.451  -0.0963
15 O -1.490 -0.315 -2.203  -0.1588
16 C 1.581 -1.960 0.608  -0.2203
17 C -0.825 -4.656 -0.345  -0.1636
18 H -4.029 0.164 -1.340  0.0704
19 O 2.097 -0.279 2.980  -0.1510
20 C -3.878 -0.751 -1.905  -0.0468
21 H 2.248 1.864 0.244  0.0759
22 C 2.064 3.459 4.661  -0.6292
23 H -3.069 1.541 -3.169  0.0742
24 H 3.708 -4.050 -1.879  0.1020
25 H 1.335 0.133 -2.949  0.0864
26 C 1.717 2.504 -0.458  -0.0157
27 Pt 0.253 -0.665 1.536  0.8359
28 C 3.117 -3.462 -1.192  -0.0537
29 Br 4.866 0.556 3.767  0.7335
30 C -0.418 3.544 4.368  -0.0293
31 C -1.537 2.918 3.898  -0.0097
32 H -0.613 3.086 -1.835  0.0761
33 N -0.258 1.098 3.069  0.0786
34 C 2.872 -1.601 0.307  -0.1199
35 C 2.079 0.892 3.455  -0.4507
36 O 0.135 0.761 -0.670  -0.2296
37 C 0.117 2.509 -2.393  -0.0406
38 C 3.241 1.527 3.927  -0.6082
39 C -3.011 0.647 -3.784  -0.0369
40 H -0.415 1.889 -3.108  0.0668
41 H 4.704 -2.137 -0.688  0.1002
42 C 3.249 2.777 4.515  -0.1941
43 H -1.791 -5.031 -0.047  0.0844
44 C 1.905 0.766 -2.272  -0.0107
45 H 1.676 -5.299 -2.534  0.1050
46 C -2.637 1.004 2.700  -0.0375
47 C -1.426 1.681 3.232  -0.3046
48 H 3.306 -0.710 0.738  0.0891
49 H 0.771 3.187 -2.937  0.0856
50 C 0.857 1.662 3.572  -0.1403
51 C 3.666 -2.395 -0.536  -0.0878
52 C 0.841 2.927 4.216  -0.2008
53 H -2.489 -0.075 2.680  0.0372
54 H -1.625 -1.746 -4.319  0.0818
55 H -2.215 0.777 -4.516  0.0799
56 H -3.514 1.259 3.294  0.0800
57 H -3.643 -1.550 -1.207  0.0834
58 O -1.683 -0.526 0.320  -0.4432
59 H 4.177 3.209 4.857  0.0895
60 P -1.463 0.482 -0.772  0.2752
61 C 1.768 -3.817 -0.984  -0.1737
62 Br 2.113 5.174 5.515  0.7010
63 H -3.385 -1.977 -4.352  0.0793
64 C -2.714 -0.551 -2.874  -0.6494
65 H -2.409 -2.688 -3.051  0.0786
66 O -2.284 1.715 -0.777  -0.2757
67 H 2.477 0.128 -1.603  0.0629
68 H -0.484 4.505 4.860  0.0731
69 C -0.224 -3.657 0.363  -0.5491

Spin multiplicity ... 1
Charge ... -1
E ... -7422.54201 a.u.


[6]
The following is a quantum chemistry calculation of a structure of composition C28H30CdN4O7P2S2Sb, from the OMol25 dataset.

Last column: Löwdin charge in e.
CARTESIAN COORDINATES (ANGSTROEM)
1 Sb 2.800 0.267 2.428  1.4868
2 C 2.189 3.547 5.186  -0.0958
3 H -0.973 0.924 -4.265  0.0825
4 C 3.227 2.011 3.625  -0.3930
5 C 4.914 -1.664 1.487  -0.1389
6 H -0.527 -0.324 5.133  0.0870
7 H 1.560 -2.454 3.577  0.0012
8 O -1.219 -2.510 -4.040  -0.1710
9 H -1.932 5.387 -2.668  0.0953
10 H -1.065 2.648 2.324  0.1118
11 O 2.105 -0.282 -1.371  -0.4490
12 N 0.061 0.898 -4.461  0.1058
13 H 4.120 -2.353 1.761  0.0911
14 C 3.055 -1.025 4.147  -0.3638
15 C -0.933 2.108 1.385  -0.1090
16 N -0.602 0.492 2.854  -0.0503
17 C 6.097 -2.171 0.974  -0.0961
18 C 7.128 -1.311 0.621  -0.1084
19 H 0.293 -1.537 -5.646  0.0754
20 H 4.649 0.161 4.975  0.0903
21 H 5.308 2.403 3.239  0.0742
22 C 3.388 4.232 5.327  -0.1067
23 H 3.453 5.089 5.986  0.0943
24 C -1.695 4.706 -1.858  -0.1057
25 C -1.805 5.140 -0.530  -0.1263
26 C 4.241 -1.542 6.192  -0.0974
27 H 1.310 3.870 5.730  0.0979
28 C -1.520 4.240 0.466  -0.0751
29 H 1.449 -2.222 -4.515  0.0860
30 O -0.536 1.320 -1.492  -0.1914
31 C 2.295 -2.175 4.325  -0.1614
32 S 0.554 -2.490 1.210  -0.0872
33 C 5.764 0.559 1.278  -0.1330
34 P 2.042 0.250 -2.779  0.3397
35 H 5.011 -1.290 6.912  0.0959
36 H 3.625 -3.323 7.226  0.0935
37 H 5.439 4.345 4.712  0.0963
38 C 4.417 2.715 3.767  -0.1319
39 C 3.467 -2.682 6.366  -0.1074
40 H 6.214 -3.241 0.849  0.0980
41 H 1.158 1.943 4.216  0.0654
42 C 2.498 -2.998 5.429  -0.0978
43 H 1.916 -0.814 -5.456  0.0746
44 H -1.122 -3.247 -3.421  0.0728
45 C 4.735 -0.291 1.662  -0.3777
46 H 1.898 -3.893 5.544  0.0986
47 C 0.551 -0.387 -3.818  -0.4310
48 C -1.293 3.431 -2.154  -0.0214
49 Cd 0.152 -0.448 -0.279  1.1988
50 C -1.118 2.915 0.207  -0.1456
51 S -1.273 -2.110 2.136  0.3570
52 C 2.111 2.453 4.338  -0.1520
53 O 2.076 1.702 -3.100  -0.3113
54 O -1.104 -1.605 -1.752  -0.4335
55 C -0.873 -0.716 3.179  -0.8329
56 C 6.955 0.056 0.767  -0.1013
57 O -2.114 -0.176 -3.731  -0.3111
58 H 7.744 0.739 0.475  0.0965
59 C 4.035 -0.724 5.091  -0.1224
60 H 5.640 1.633 1.332  0.0839
61 H -2.112 6.150 -0.295  0.0852
62 H 8.056 -1.705 0.225  0.0938
63 H -0.757 -1.969 4.756  0.0588
64 O 3.300 -0.470 -3.516  -0.1689
65 N -0.676 0.851 1.502  -0.0989
66 P -1.118 -1.133 -3.178  0.3436
67 C 1.082 -1.288 -4.937  -0.1234
68 H -1.613 4.545 1.503  0.1005
69 N -0.949 -1.009 4.523  0.0561
70 H 0.231 0.897 -5.461  0.1451
71 H 0.607 1.667 -4.001  0.0891
72 H 3.737 -1.038 -2.867  0.0719
73 C -0.957 2.477 -1.147  -0.3608
74 C 4.499 3.815 4.612  -0.1005
75 H -1.224 3.106 -3.184  0.0950

Spin multiplicity ... 1
Charge ... -1
E ... -3718.09754 a.u.